one | 3 unconnected molecules or ions with the total composition C2H9NS. Source: the Open Molecules 2025 dataset; level of theory: the ωB97M-V functional and the def2-TZVPD basis.

Structure (XYZ):
```
13
C2H9NS | the Open Molecules 2025 dataset | the ωB97M-V functional and the def2-TZVPD basis
S 0.8341 -0.9629 -2.3008
H 1.8024 -1.8592 -2.1232
C -1.1346 -0.5579 0.7417
N 0.0289 0.3338 1.1632
C 0.3821 1.1975 -0.0066
H -1.4499 -1.1592 1.5742
H -1.8947 0.1457 0.3962
H -0.8350 -1.1423 -0.0719
H 1.1388 -1.1609 -0.3665
H -0.3394 0.9047 1.9241
H 1.0131 0.6466 -0.7065
H 0.9378 2.1239 0.3428
H -0.4835 1.4903 -0.5668
```

Computed properties:
Gap between HOMO and LUMO, eV: 8.3
Total charge: 0
Highest occupied orbital energy, eV: -9.2

two | 2 unconnected molecules or ions with the total composition C2H9NS. Source: the Open Molecules 2025 dataset; level of theory: the ωB97M-V functional and the def2-TZVPD basis.

Structure (XYZ):
```
13
C2H9NS | the Open Molecules 2025 dataset | the ωB97M-V functional and the def2-TZVPD basis
C -0.4046 -0.0175 -1.0559
N 0.4944 -1.0989 -0.7536
C 0.0335 -1.8438 0.4262
H -1.4963 -0.2340 -1.0077
H -0.1777 0.4998 -1.9830
H -0.2645 0.7412 -0.2884
H 0.6379 -1.7622 -1.4984
H -1.0062 -2.2216 0.3365
H 0.7633 -2.6445 0.5475
H -0.0235 -1.2252 1.3305
S 0.7603 2.7100 1.1506
H -0.4479 3.2694 0.9589
H 1.1312 3.8272 1.8369
```

Computed properties:
Gap between HOMO and LUMO, eV: 9.6
Structure (SMILES): CNC.S
Total charge: 0
Highest occupied orbital energy, eV: -8.8

Which is the most stable structure? two is the most stable.